The following is a quantum chemistry calculation of a 2-piece molecular cluster, C5H5BrN2 overall at a distorted geometry, from the Open Molecules 2025 dataset.

Atoms and positions in Å:
C: -0.9035 -1.1160 0.4439
C: -0.5546 0.2526 0.8110
C: -1.4498 0.0749 -0.3168
C: 2.7011 1.5662 -0.6991
C: 1.7045 0.9100 0.0733
N: 2.7237 1.6924 0.7312
N: 3.0516 0.4266 0.1205
Br: -3.3067 0.5917 -0.0685
H: -0.1973 -1.7463 -0.0783
H: -1.5434 -1.6653 1.1273
H: -0.6073 0.8095 1.7219
H: -1.1476 0.2484 -1.3380
H: 3.0938 2.0741 -1.5355

Computed properties:
Highest occupied orbital energy (alpha / beta)   -9.875 / -9.874 eV
Strongest force on any atom   0.070 hartree/bohr
HOMO-LUMO gap (alpha / beta)   8.5120 / 8.5112 eV
ΔE to the lowest compared entry with this formula, charge and spin   185.21 kcal/mol

Results of the Mulliken charge analysis, in e, for atoms 1 through 4: C -0.503; C -0.046; C -0.179; C -0.140